DFT (wB97M-V/def2-TZVPD) results for a structure of composition C17H18CrN3O4.

```
! RIJCOSX wB97M-V def2-TZVPD def2/J DEFGRID3
* xyz 0 6
Cr 0.745 0.241 -0.340
C -0.108 2.937 -2.028
O -0.418 1.869 -1.205
H -0.079 2.594 -3.062
H -0.881 3.694 -1.897
H 0.806 3.484 -1.796
C 3.187 -0.180 0.305
O 2.287 -0.960 0.573
O 2.917 0.713 -0.465
O 4.342 -0.341 0.687
N -0.818 -1.120 0.584
C -0.707 -2.073 1.542
C -1.790 -2.637 2.216
C -3.075 -2.103 1.983
C -3.212 -1.199 0.916
C -2.075 -0.699 0.281
H 0.303 -2.391 1.754
H -1.619 -3.419 2.941
H -3.844 -2.456 2.655
H -4.160 -0.736 0.688
H -2.292 0.012 -0.503
N 0.648 -1.090 -2.122
C 1.369 -2.234 -2.325
C 1.530 -2.836 -3.538
C 0.716 -2.378 -4.617
C -0.070 -1.263 -4.409
C -0.143 -0.667 -3.166
H 2.054 -2.522 -1.542
H 2.069 -3.770 -3.603
H 0.784 -2.826 -5.597
H -0.671 -0.912 -5.235
H -0.856 0.141 -3.096
N 0.693 1.506 1.654
C 0.372 2.832 1.687
C -0.163 3.484 2.817
C -0.241 2.767 4.006
C 0.357 1.516 4.058
C 0.821 0.892 2.880
H 0.600 3.410 0.803
H -0.480 4.505 2.660
H -0.518 3.259 4.927
H 0.317 1.028 5.021
H 1.304 -0.073 2.909
*
```

Results
* LUMO (spin up / spin down): -0.39 / -3.61 eV
* ⟨S²⟩: 9.08
* DFT total energy: -2168.13124 Eh
* orbital gap (spin up / spin down): 5.501 / 4.410 eV